Version w
# C2H9N3O

2 unconnected molecules or ions with the total composition C2H9N3O (wB97M-V/def2-TZVPD, the OMol25 dataset).

Geometry (Å):
N -1.0258 -0.6726 -1.3971
C -0.0939 -0.2018 -2.1450
N 1.0804 0.2831 -1.6927
H -0.6216 -0.9651 0.1190
H -1.8722 -0.7525 -1.9427
H -0.3278 0.2518 -3.1099
H 1.3807 0.0533 -0.7622
H 1.6956 0.7146 -2.3525
N 0.1072 1.0137 1.4382
C 0.0596 -0.3316 1.9566
O -0.2721 -1.2644 1.0705
H -0.8915 1.2106 1.3412
H 0.3966 1.6535 2.1724
H -0.6310 -0.3729 2.8523
H 1.0157 -0.6198 2.4520

Results
net charge	+1
HOMO level (spin up / spin down)	-0.509 / -0.508	Ha
2S+1	2

Version x
# C2H9N3O

2 unconnected molecules or ions with the total composition C2H9N3O (wB97M-V/def2-TZVPD, the OMol25 dataset).

Geometry (Å):
N -2.4357 -0.0948 0.7836
C -1.2180 0.3765 0.0962
N -0.8629 -0.1526 -1.2501
H -3.1353 0.0723 0.1048
H -2.3200 -1.0835 0.6721
H -1.3668 1.4489 -0.0220
H -0.3344 0.4018 0.8069
H -0.2297 -0.9059 -1.2911
H -1.7590 -0.2934 -1.7829
C 1.9916 -0.5048 0.4921
N 2.8144 0.5237 0.1521
O 1.5430 -1.3612 -0.2755
H 1.6252 -0.5070 1.6103
H 2.7413 1.2830 0.7903
H 2.9464 0.7970 -0.8867

Results
net charge	+1
HOMO level (spin up / spin down)	-0.525 / -0.522	Ha
2S+1	2

Here is how they stack up, most stable first: version w, version x.

Version w
# C5H6N2OS

2 unconnected molecules or ions with the total composition C5H6N2OS (wB97M-V/def2-TZVPD, the OMol25 dataset).

Geometry (Å):
C -0.7775 2.3469 -0.0142
C 0.7689 0.7676 -0.2562
C -0.4131 0.1856 0.1931
C 2.7589 0.0890 -0.8738
C -0.7431 -1.2246 0.6129
N -1.3411 1.2157 0.3301
N 0.5034 2.1198 -0.4078
O 5.1649 -0.2292 -0.0868
S 3.8161 -0.0171 0.4020
H -1.1954 3.2791 -0.1478
H 2.8485 0.5845 -1.8014
H -0.3214 -1.9911 -0.2424
H -0.1626 -1.4642 1.4982
H -1.7090 -1.3156 0.6926
H 1.2170 2.6874 -0.6690

Results
HOMO level	-0.326	Ha

Version x
# C5H6N2OS

A single C5H6N2OS molecule (wB97M-V/def2-TZVPD, the OMol25 dataset).

Geometry (Å):
N -0.9729 -0.3037 1.3511
C -0.6697 -0.5390 -0.0260
C -1.2684 -1.4389 -0.8842
S -0.6880 -1.2397 -2.4471
C 0.3733 0.0381 -2.0230
C 0.2756 0.3696 -0.6944
N 0.8832 1.2753 0.0449
C 1.3463 1.0606 1.2948
O 1.4667 -0.0561 1.7150
H -0.3207 -0.8134 2.0217
H -1.9394 -0.6996 1.4864
H -1.8725 -2.2164 -0.6559
H 0.9103 0.4084 -2.9098
H 0.7514 2.2521 -0.0973
H 1.7247 1.9027 1.8240

Results
HOMO level	-0.307	Ha
SMILES	Nc1cscc1NC=O

Version y
# C5H6N2OS

A single C5H6N2OS molecule (wB97M-V/def2-TZVPD, the OMol25 dataset).

Geometry (Å):
C -0.2647 -0.8343 -2.3694
C 0.8438 0.1610 -0.7049
C 1.8895 -0.4190 -1.3795
C 0.7918 1.0162 0.5221
C -1.3362 -0.0054 1.5140
N -0.3485 -0.0869 -1.2885
N 0.1616 0.2023 1.5448
O 0.8589 -0.4583 2.3027
S 1.3413 -1.3462 -2.7167
H -0.9629 -1.3437 -3.1010
H 1.8129 1.3006 0.9910
H 0.2076 1.8288 0.2864
H -1.6176 0.8877 0.8970
H -1.6152 -0.8484 0.9650
H -1.7625 -0.0544 2.5369

Results
HOMO level (spin up / spin down)	-0.345 / -0.278	Ha

Here is how they stack up, most stable first: version x, version w, version y.

Version w
# C4H11NOS

2 unconnected molecules or ions with the total composition C4H11NOS (wB97M-V/def2-TZVPD, the OMol25 dataset).

Geometry (Å):
C -0.6762 2.3594 1.0332
C -1.2171 -0.9132 0.8046
C 0.1155 1.2239 0.4473
C -0.7089 0.0227 -0.0055
N 2.5914 -2.0820 -0.9982
O 0.6333 -1.5144 -2.5897
S 1.1019 -2.2347 -1.0366
H -0.2117 3.2756 0.8103
H -1.6197 2.3847 0.4874
H -0.8280 2.1560 2.1191
H -1.0834 -0.7723 1.8835
H -1.8646 -1.7681 0.4908
H 1.2422 -1.8752 -3.2569
H 0.7803 1.6488 -0.2721
H 0.8167 0.7933 1.1056
H -1.0436 0.0558 -1.0435
H 2.6799 -1.1635 -0.4353
H 1.2077 -3.5264 -1.5006

Results
HOMO level	-0.337	Ha

Version x
# C4H11NOS

A single C4H11NOS molecule (wB97M-V/def2-TZVPD, the OMol25 dataset).

Geometry (Å):
N 0.1277 1.4866 0.5043
C 0.4783 0.2280 -0.1462
C 1.9050 -0.1989 0.2488
O 2.8754 0.6239 -0.3357
C -0.4859 -0.9545 0.1795
C -1.9613 -0.5995 0.1197
S -2.4874 0.4404 -1.3613
H -0.2387 1.3097 1.4309
H -0.6807 1.8437 -0.0003
H 0.5993 0.3286 -1.2273
H 1.9392 -1.2155 -0.1655
H 2.0559 -0.2941 1.3290
H 2.4840 1.4780 -0.5488
H -0.1995 -1.8274 -0.4015
H -0.2187 -1.1020 1.2326
H -2.1716 -0.0220 1.0075
H -2.6142 -1.4584 0.1022
H -1.4070 -0.0666 -1.9679

Results
HOMO level	-0.342	Ha
SMILES	N[C@@H](CO)CCS

Here is how they stack up, most stable first: version x, version w.

Version w
# H2NO2P

A molecular structure, H2NO2P (wB97M-V/def2-TZVPD, the OMol25 dataset).

Geometry (Å):
N -1.7898 0.2739 0.0474
O -2.4978 -1.2748 0.3957
O -2.4436 1.0818 -0.4709
P -0.2366 0.2274 0.7163
H 0.1358 -0.9023 0.1202
H 0.4546 1.1482 -0.2018

Results
HOMO level (spin up / spin down)	-0.365 / -0.365	Ha

Version x
# H2NO2P

A molecular structure, H2NO2P (wB97M-V/def2-TZVPD, the OMol25 dataset).

Geometry (Å):
N -0.2102 0.3805 -0.0178
O -4.4290 -0.8494 0.0257
O -1.5611 -0.1220 -0.0831
P -2.8488 0.8168 0.0065
H 0.3174 -0.2064 -0.6190
H 0.0380 0.5427 0.9040

Results
HOMO level (spin up / spin down)	-0.332 / -0.337	Ha

Here is how they stack up, most stable first: version w, version x.